1.
{"formula": "C26H35BFeN7O6S2", "method": "ωB97M-V with the def2-TZVPD basis set", "e_tot_ha": -3931.6169, "e_lumo_ev": 1.859, "charge": -1, "symbols": ["Fe", "C", "C", "C", "C", "C", "N", "N", "B", "N", "N", "C", "C", "C", "C", "C", "N", "N", "C", "C", "C", "C", "C", "H", "H", "H", "H", "H", "H", "H", "H", "H", "H", "H", "H", "H", "H", "H", "H", "H", "H", "H", "H", "H", "H", "O", "S", "O", "O", "C", "C", "C", "C", "C", "C", "S", "O", "O", "O", "H", "H", "H", "H", "C", "C", "C", "C", "C", "N", "H", "H", "H", "H", "H", "H", "H", "H", "H"], "xyz": [[0.156, 0.193, 0.693], [1.965, -0.583, -2.221], [2.008, 0.810, -1.687], [2.523, 1.960, -2.304], [2.339, 2.980, -1.389], [2.682, 4.429, -1.484], [1.763, 2.443, -0.303], [1.547, 1.122, -0.480], [1.340, 3.064, 1.030], [1.780, 2.132, 2.161], [1.121, 0.962, 2.372], [1.618, 0.434, 3.486], [1.116, -0.833, 4.081], [2.619, 1.276, 4.000], [2.691, 2.339, 3.127], [3.577, 3.539, 3.162], [-0.185, 3.148, 1.032], [-0.913, 2.024, 0.794], [-2.185, 2.353, 0.978], [-3.301, 1.395, 0.779], [-2.283, 3.704, 1.349], [-0.986, 4.170, 1.373], [-0.470, 5.532, 1.702], [2.855, -0.786, -2.818], [1.913, -1.299, -1.405], [1.086, -0.726, -2.856], [2.973, 2.036, -3.281], [3.145, 4.631, -2.450], [1.793, 5.054, -1.393], [3.376, 4.730, -0.698], [1.832, 4.146, 1.181], [0.142, -1.098, 3.684], [1.785, -1.664, 3.865], [1.052, -0.725, 5.167], [3.202, 1.125, 4.894], [4.312, 3.422, 3.957], [4.108, 3.670, 2.218], [3.012, 4.454, 3.350], [-2.941, 0.421, 0.471], [-3.869, 1.259, 1.700], [-3.989, 1.770, 0.016], [-3.181, 4.262, 1.559], [-1.309, 6.192, 1.920], [0.187, 5.511, 2.573], [0.099, 5.957, 0.874], [0.692, -3.196, 2.397], [1.238, -2.901, 1.103], [2.444, -3.615, 0.750], [1.364, -1.465, 0.769], [-0.012, -3.394, -0.102], [0.605, -3.901, -1.326], [0.199, -3.770, -2.594], [-0.950, -3.011, -3.196], [-2.331, -3.445, -1.020], [-1.287, -2.904, -0.040], [-2.083, -2.108, 1.416], [-3.314, -1.613, 0.824], [-2.266, -3.127, 2.411], [-1.182, -1.007, 1.811], [1.562, -4.379, -1.163], [0.851, -4.216, -3.342], [-0.506, -2.134, -3.696], [-3.293, -3.119, -0.633], [-2.384, -4.945, -1.246], [-1.940, -2.429, -2.177], [-3.120, -1.699, -2.802], [-1.614, -3.848, -4.293], [-1.191, -1.510, -1.237], [-0.744, -0.466, -0.949], [-1.473, -5.371, -1.655], [-3.211, -5.190, -1.918], [-2.584, -5.431, -0.290], [-3.824, -2.418, -3.227], [-2.795, -1.016, -3.589], [-3.636, -1.123, -2.034], [-2.326, -3.256, -4.869], [-2.139, -4.708, -3.880], [-0.855, -4.219, -4.984]], "atomic_forces_ev_per_a": [[0.3, 0.7, 0.6], [0.0, 0.0, -0.1], [0.1, -0.1, 0.1], [0.0, 0.0, 0.0], [0.1, 0.0, 0.0], [0.0, 0.0, 0.0], [0.1, -0.1, -0.1], [-0.2, 0.0, -0.2], [0.1, 0.0, 0.0], [0.0, 0.0, 0.1], [0.2, -0.3, -0.1], [-0.2, 0.0, 0.1], [0.0, 0.0, 0.1], [0.0, 0.0, 0.0], [0.0, 0.0, 0.0], [0.0, 0.0, 0.0], [-0.1, -0.1, 0.1], [0.0, -0.2, 0.0], [0.0, 0.0, -0.1], [0.0, 0.0, -0.1], [0.0, 0.1, 0.0], [0.0, 0.0, 0.0], [0.0, 0.0, 0.0], [0.0, 0.0, 0.0], [0.0, 0.0, 0.0], [0.1, 0.0, 0.0], [0.0, 0.0, 0.0], [0.0, 0.0, 0.0], [0.0, 0.0, 0.0], [0.0, 0.0, 0.0], [0.0, 0.1, -0.1], [0.0, 0.0, 0.0], [0.0, 0.0, 0.0], [0.0, 0.0, 0.0], [0.0, 0.0, 0.0], [0.0, 0.0, 0.0], [0.0, 0.0, 0.0], [0.0, 0.0, 0.0], [0.0, 0.1, 0.0], [0.0, 0.0, 0.0], [0.0, 0.0, 0.0], [0.0, 0.0, 0.0], [0.0, 0.0, 0.0], [0.0, 0.0, 0.0], [0.0, 0.0, 0.0], [0.1, -0.1, 0.0], [-0.2, -0.1, 0.0], [0.0, 0.0, -0.1], [0.1, 0.2, 0.1], [0.3, 1.0, -0.3], [-0.2, -0.4, 0.0], [0.2, 0.2, 0.0], [0.0, 0.0, -0.1], [0.2, 0.7, -0.5], [-0.4, -2.6, 1.8], [0.3, 0.2, -0.1], [-0.2, 0.0, 0.0], [0.0, 0.0, 0.0], [-0.1, 0.1, -0.1], [0.0, -0.1, 0.0], [0.0, 0.1, 0.0], [0.0, -0.1, 0.0], [0.0, 0.0, -0.1], [-0.1, 0.0, 0.0], [0.0, -0.5, 0.9], [0.0, 0.0, 0.0], [-0.1, 0.0, 0.0], [-0.1, 1.6, -2.1], [-0.2, -0.3, 0.2], [0.0, 0.0, 0.0], [0.0, 0.0, 0.0], [0.0, 0.0, 0.0], [0.0, 0.0, 0.0], [0.0, 0.0, 0.0], [0.0, 0.0, 0.0], [0.0, 0.0, 0.0], [0.0, 0.0, 0.0], [0.0, 0.0, 0.0]], "lowdin_charge": [0.503, -0.028, -0.302, 0.012, -0.277, -0.028, 0.045, 0.063, -0.523, 0.041, 0.077, -0.294, -0.025, 0.012, -0.280, -0.032, 0.040, 0.084, -0.308, -0.028, 0.009, -0.281, -0.030, 0.082, 0.054, 0.062, 0.100, 0.074, 0.078, 0.074, 0.114, 0.057, 0.074, 0.080, 0.103, 0.074, 0.077, 0.074, 0.023, 0.088, 0.081, 0.102, 0.074, 0.077, 0.073, -0.292, 0.484, -0.314, -0.351, -0.158, -0.059, -0.045, -0.294, -0.226, -0.260, 0.510, -0.335, -0.277, -0.356, 0.105, 0.115, 0.143, 0.124, -0.031, -0.334, -0.006, -0.049, -0.203, 0.223, 0.069, 0.078, 0.095, 0.089, 0.093, 0.092, 0.074, 0.071, 0.080]}

***

2.
{"formula": "C26H35BN10Ti", "method": "ωB97M-V with the def2-TZVPD basis set", "spin_multiplicity": 2, "e_tot_ha": -2432.6827, "e_lumo_ev": [-10.151, -12.361], "charge": 3, "symbols": ["Ti", "C", "C", "C", "C", "N", "N", "B", "N", "C", "C", "C", "C", "N", "N", "C", "C", "C", "C", "N", "N", "C", "C", "C", "C", "N", "H", "H", "H", "H", "H", "H", "H", "H", "H", "H", "H", "H", "H", "H", "H", "H", "H", "H", "H", "H", "C", "N", "C", "C", "N", "C", "H", "H", "H", "H", "H", "H", "C", "C", "C", "C", "C", "C", "H", "H", "H", "H", "H", "H", "H", "H", "H"], "xyz": [[12.193, 11.868, 7.616], [15.244, 10.183, 6.143], [15.507, 11.151, 7.222], [16.675, 11.430, 8.045], [16.298, 12.546, 8.782], [14.985, 12.891, 8.545], [14.486, 11.922, 7.612], [14.017, 13.828, 9.335], [13.136, 14.590, 8.298], [12.909, 15.895, 8.124], [12.220, 16.107, 6.941], [11.966, 14.816, 6.431], [10.978, 14.407, 5.363], [12.404, 13.893, 7.347], [13.108, 12.848, 10.222], [12.822, 12.785, 11.532], [12.061, 11.649, 11.785], [11.976, 10.993, 10.552], [11.401, 9.635, 10.259], [12.494, 11.775, 9.590], [14.871, 14.720, 10.221], [15.494, 15.885, 9.813], [16.444, 16.209, 10.751], [16.425, 15.146, 11.669], [17.214, 14.868, 12.846], [15.524, 14.182, 11.293], [16.176, 9.819, 5.708], [14.579, 10.710, 5.365], [14.678, 9.339, 6.524], [17.633, 10.937, 7.956], [16.853, 13.017, 9.585], [13.225, 16.585, 8.921], [12.062, 17.010, 6.402], [10.768, 15.347, 4.809], [10.040, 14.099, 5.834], [11.278, 13.547, 4.789], [13.156, 13.582, 12.165], [11.549, 11.479, 12.696], [11.189, 9.203, 11.224], [12.141, 9.006, 9.708], [10.477, 9.661, 9.659], [15.147, 16.404, 8.922], [17.154, 17.045, 10.872], [18.110, 15.461, 12.807], [17.486, 13.787, 12.827], [16.633, 14.995, 13.743], [6.819, 10.548, 7.228], [7.894, 11.454, 7.571], [7.881, 12.426, 8.580], [9.153, 12.842, 8.708], [9.974, 12.104, 7.828], [9.157, 11.330, 7.177], [6.417, 9.952, 8.052], [7.115, 9.870, 6.394], [5.947, 11.115, 6.807], [6.965, 12.795, 9.052], [9.530, 13.613, 9.366], [9.495, 10.651, 6.395], [12.585, 7.082, 5.298], [11.732, 7.506, 6.492], [12.282, 6.897, 7.761], [10.291, 7.271, 6.225], [11.773, 8.924, 6.712], [11.931, 10.196, 6.761], [12.554, 5.958, 5.175], [13.634, 7.330, 5.493], [12.247, 7.597, 4.378], [12.279, 5.823, 7.518], [11.749, 7.068, 8.732], [13.325, 7.107, 7.785], [10.025, 6.193, 6.276], [9.956, 7.730, 5.299], [9.686, 7.763, 6.990]], "atomic_forces_ev_per_a": [[0.6, 0.4, 1.3], [-0.6, 0.5, -1.3], [0.3, 0.6, 1.9], [-1.8, 0.9, -1.3], [-0.7, -0.8, 0.2], [0.6, -1.9, -0.8], [-0.5, 2.0, 0.8], [-0.4, -2.0, -0.4], [-0.8, -0.6, 0.7], [0.3, 0.6, 0.2], [0.6, -1.4, -0.4], [-1.3, -0.6, 1.6], [0.1, 1.3, 0.6], [1.0, 0.9, -1.1], [-0.2, 0.6, -0.6], [-0.3, -0.1, -0.9], [0.6, 0.6, -1.0], [-1.2, -0.3, 0.4], [0.3, 0.2, -0.4], [1.0, 0.3, 0.2], [1.1, -1.8, 1.6], [0.6, 1.2, 0.8], [0.8, 0.3, 0.3], [0.6, 0.7, -0.2], [0.8, -0.9, -0.8], [-3.0, 0.5, -2.5], [-0.2, 0.1, -0.1], [1.2, -1.0, 0.9], [0.0, -0.2, 0.0], [-0.1, 0.2, 0.2], [0.0, 0.1, -0.4], [-0.3, -0.2, -0.9], [-0.4, 0.6, 0.1], [0.1, -1.1, -0.3], [0.0, 0.3, 0.2], [0.4, 0.1, -0.7], [0.0, 0.0, 0.4], [0.0, -0.7, 0.6], [-0.2, -0.5, 0.1], [-0.5, 0.5, 0.5], [0.3, 0.2, 0.2], [0.5, -0.2, 0.3], [-0.8, -0.4, -0.6], [0.3, 0.3, 0.5], [-0.2, 0.6, 0.1], [-0.3, 0.3, 0.7], [-1.8, -0.1, -1.9], [0.2, 0.2, 1.0], [-0.7, -0.1, -0.5], [0.9, 0.1, 0.2], [1.4, 1.3, 0.9], [-0.5, -1.6, -1.2], [0.5, 0.2, 0.2], [0.1, 0.5, 0.8], [0.8, -0.3, 0.5], [0.5, -0.4, -0.3], [0.1, -0.2, -0.1], [-0.4, 0.1, 0.3], [0.5, -0.5, -0.5], [0.3, 0.8, 0.2], [-0.6, -1.9, 0.3], [-2.2, -1.0, 0.5], [1.6, 4.9, -0.8], [-0.6, -4.0, -0.3], [-0.3, 1.3, 0.1], [-0.1, 0.0, -0.2], [0.2, -0.5, 0.4], [-0.2, 0.0, 0.6], [0.4, 0.0, -1.1], [0.9, 0.5, 0.6], [0.2, 0.6, -0.3], [0.2, -0.3, -0.4], [-0.1, -0.2, 0.2]], "mulliken_spin": [0.000, 0.000, 0.001, 0.002, -0.001, 0.019, 0.003, -0.048, 0.015, 0.003, 0.000, 0.000, 0.000, 0.000, 0.004, 0.003, 0.000, 0.000, 0.000, -0.001, 0.127, 0.176, 0.002, 0.173, 0.026, 0.454, 0.000, 0.000, 0.000, 0.000, 0.006, -0.003, 0.000, 0.000, 0.000, 0.000, -0.003, 0.000, 0.000, 0.000, 0.000, -0.028, 0.003, 0.002, 0.026, 0.041, 0.000, 0.000, 0.000, 0.000, -0.001, 0.000, 0.000, 0.000, 0.000, 0.000, 0.000, 0.000, 0.000, 0.000, 0.000, 0.000, 0.000, 0.000, 0.000, 0.000, 0.000, 0.000, 0.000, 0.000, 0.000, 0.000, 0.000]}

***

3.
{"formula": "C26H35BrF17ISb", "method": "ωB97M-V with the def2-TZVPD basis set", "e_tot_ha": -5821.3024, "e_lumo_ev": 2.452, "charge": -1, "symbols": ["C", "C", "Sb", "Br", "I", "C", "C", "C", "C", "C", "C", "C", "C", "C", "C", "C", "C", "C", "C", "C", "C", "C", "F", "F", "C", "F", "F", "C", "F", "F", "C", "F", "F", "C", "F", "F", "C", "F", "F", "C", "F", "F", "C", "F", "F", "F", "H", "H", "H", "H", "H", "H", "H", "H", "H", "H", "H", "H", "H", "H", "H", "H", "H", "H", "H", "H", "H", "H", "H", "H", "H", "H", "H", "H", "H", "H", "H", "H", "H", "H", "H"], "xyz": [[2.824, -1.135, 5.367], [2.105, -1.228, 4.397], [0.975, -1.263, 2.459], [-0.278, -1.243, 0.178], [-1.161, -2.438, 3.806], [0.243, 0.767, 3.008], [-1.214, 1.105, 2.499], [-1.182, 2.242, 1.377], [-1.920, 1.859, 0.021], [-2.963, 2.939, -0.487], [-4.418, 2.369, -0.767], [-5.246, 2.049, 0.533], [-4.912, 0.662, 1.214], [-5.097, -0.591, 0.271], [-4.118, -1.742, 0.739], [-3.974, -2.935, -0.277], [-3.621, -2.503, -1.765], [-2.271, -3.176, -2.292], [-1.412, -2.179, -3.185], [1.929, -3.189, 2.036], [2.757, -3.239, 0.689], [4.192, -2.629, 0.774], [4.364, -1.796, 1.871], [5.034, -3.728, 1.088], [4.790, -2.053, -0.556], [4.635, -3.059, -1.511], [6.161, -1.944, -0.389], [4.161, -0.760, -1.178], [2.797, -0.831, -1.351], [4.656, -0.709, -2.490], [4.459, 0.623, -0.485], [3.285, 1.089, 0.083], [5.343, 0.548, 0.576], [4.982, 1.790, -1.402], [5.198, 2.872, -0.548], [6.229, 1.529, -1.937], [4.048, 2.270, -2.578], [2.784, 1.752, -2.594], [4.645, 1.840, -3.760], [3.908, 3.840, -2.747], [3.360, 4.012, -4.015], [5.124, 4.481, -2.823], [2.892, 4.536, -1.748], [2.545, 3.783, -0.679], [1.735, 4.824, -2.434], [3.345, 5.740, -1.280], [3.130, -0.882, 6.401], [2.291, -0.473, 1.649], [0.347, 0.830, 4.129], [0.986, 1.516, 2.608], [-1.743, 1.583, 3.378], [-1.830, 0.218, 2.217], [-1.683, 3.171, 1.779], [-0.132, 2.563, 1.128], [-2.375, 0.833, 0.101], [-1.115, 1.751, -0.762], [-2.586, 3.280, -1.498], [-2.995, 3.861, 0.154], [-4.390, 1.522, -1.509], [-4.965, 3.204, -1.300], [-5.016, 2.867, 1.273], [-6.364, 2.091, 0.370], [-3.875, 0.714, 1.632], [-5.595, 0.523, 2.099], [-6.148, -0.963, 0.429], [-4.979, -0.371, -0.817], [-4.538, -2.159, 1.700], [-3.144, -1.266, 1.014], [-4.882, -3.588, -0.227], [-3.108, -3.559, 0.083], [-3.502, -1.400, -1.904], [-4.435, -2.923, -2.423], [-2.486, -4.065, -2.952], [-1.626, -3.541, -1.451], [-1.896, -2.070, -4.192], [-1.402, -1.192, -2.640], [-0.349, -2.522, -3.283], [1.112, -3.962, 1.921], [2.589, -3.579, 2.856], [2.886, -4.333, 0.447], [2.101, -2.829, -0.117]], "atomic_forces_ev_per_a": [[-0.2, 0.7, 1.8], [0.0, -0.1, -0.9], [2.4, 1.4, 1.2], [-0.2, -0.2, -0.5], [-0.7, -0.4, 0.2], [-0.7, 0.3, 0.2], [0.5, 1.6, 0.8], [-0.6, -0.1, -0.3], [0.5, 0.2, 0.0], [0.0, -0.8, -1.1], [-0.3, 1.1, 0.1], [0.1, -0.4, 0.3], [-0.3, 0.3, -0.2], [0.0, -0.4, 0.9], [-0.8, 0.1, 0.0], [1.0, 0.5, 0.3], [0.4, -1.4, -0.2], [0.4, 0.2, -0.6], [-0.6, -0.1, 0.8], [0.2, -1.7, -0.7], [-0.9, -0.2, 0.2], [-0.3, -1.5, 1.6], [-0.1, -0.5, -1.8], [-0.5, 1.2, -0.6], [0.8, -1.6, 0.1], [-0.2, 1.3, 1.0], [-1.6, 0.7, -0.4], [-0.6, 0.3, -1.9], [1.8, -0.5, 0.7], [-0.1, 0.2, 1.6], [-0.5, 1.0, 2.1], [1.3, -0.4, -1.0], [-0.7, -0.4, -1.7], [1.4, 0.9, 0.3], [-0.7, -1.1, -0.9], [-1.6, -0.1, 0.8], [0.2, -0.3, -1.9], [1.3, 0.4, 0.6], [-0.7, 0.5, 1.4], [0.1, 0.5, -1.7], [0.5, -0.4, 1.5], [-1.4, -1.0, 0.8], [-1.6, 1.5, 0.6], [0.7, 0.5, -1.2], [1.4, -0.6, 0.9], [0.0, -1.6, -0.6], [0.0, -0.5, -1.4], [-0.1, -0.2, 0.0], [-0.3, -0.4, -1.1], [-0.6, -1.0, 0.1], [0.4, -0.7, -0.8], [0.7, 0.6, 0.0], [0.5, -0.9, -0.3], [-0.9, -0.5, 0.4], [0.3, 1.1, 0.0], [-0.9, 0.0, 0.7], [-0.4, -0.1, 1.0], [-0.1, -1.0, -0.3], [0.1, 0.7, 0.9], [0.4, -0.8, 0.4], [-0.3, -0.7, -0.6], [1.1, 0.0, -0.2], [-0.8, -0.2, -0.4], [0.7, 0.2, -0.8], [0.8, 0.3, -0.4], [0.0, 0.0, 1.0], [0.5, 0.4, -0.8], [-0.5, -0.7, -0.5], [0.6, 0.6, -0.2], [-0.9, 0.5, -0.2], [-0.4, -0.9, 0.3], [0.6, 1.0, 0.5], [0.0, 0.7, 0.8], [-0.7, 0.4, -0.6], [0.6, 0.1, 0.9], [0.1, -0.8, -0.8], [-1.0, 0.2, -0.1], [0.7, 0.9, 0.1], [-0.7, 0.9, -0.4], [0.2, 1.2, 0.1], [0.8, 0.0, 0.5]], "lowdin_charge": [-0.081, -0.361, 0.605, 0.193, 0.157, -0.382, -0.323, -0.195, -0.227, -0.202, -0.216, -0.205, -0.203, -0.201, -0.220, -0.196, -0.200, -0.277, -0.152, -0.386, -0.178, -0.360, 0.063, 0.042, -0.277, 0.107, 0.116, -0.243, 0.101, 0.103, -0.261, 0.095, 0.129, -0.256, 0.114, 0.128, -0.276, 0.152, 0.110, -0.256, 0.108, 0.132, -0.438, 0.160, 0.132, 0.143, 0.010, -0.048, 0.049, 0.055, 0.102, 0.010, 0.096, 0.093, 0.054, 0.090, 0.099, 0.100, 0.099, 0.100, 0.106, 0.104, 0.080, 0.112, 0.109, 0.080, 0.113, 0.040, 0.101, 0.098, 0.088, 0.103, 0.094, 0.067, 0.067, 0.034, 0.065, 0.048, 0.073, 0.131, 0.064]}